C15H19N3O2S | wB97M-V/def2-TZVPD

XYZ file:
```
40
Properties=species:S:1:pos:R:3:forces:R:3:nbo_charge:R:1
C 4.1739 2.2624 -0.9113 0.02 -0.13 0.37 -0.65
C 4.3887 2.2113 0.6002 -0.01 0.28 -0.14 -0.06
O 4.0225 0.9944 1.2169 -0.11 -0.19 0.01 -0.54
C 4.8506 -0.1142 0.9857 0.10 -0.16 -0.05 -0.05
C 4.4442 -0.9546 -0.2452 0.18 0.33 0.32 -0.49
C 2.9855 -1.2038 -0.2335 -0.10 -0.52 0.47 0.08
N 2.1553 -0.7187 -1.0768 1.37 0.52 -0.52 -0.25
N 0.8853 -1.0400 -0.8661 -1.54 -0.30 0.11 -0.33
C 0.7060 -1.7894 0.1668 1.25 0.00 0.23 0.25
N -0.4726 -2.2872 0.6239 -0.24 -0.48 0.67 -0.63
C -1.7610 -2.1445 0.1193 0.26 0.12 -0.15 0.71
O -2.6513 -2.7475 0.6640 -0.27 -0.11 0.04 -0.58
C -1.9018 -1.2557 -1.0807 -0.59 0.04 -0.23 -0.51
H -1.4031 -0.3068 -0.8776 0.04 -0.09 -0.10 0.25
H -1.3593 -1.7234 -1.9059 0.09 0.08 0.05 0.25
C -3.3714 -1.0305 -1.4540 0.19 -0.09 0.18 -0.44
C -4.0397 -0.0958 -0.4833 -0.09 -0.05 -0.10 0.07
C -3.7855 1.2692 -0.5463 -0.02 -0.03 0.01 -0.25
C -4.3768 2.1393 0.3514 0.03 0.12 0.01 -0.21
C -5.2308 1.6537 1.3272 -0.04 0.07 0.08 -0.23
C -5.4880 0.2957 1.3987 -0.06 0.01 0.06 -0.20
C -4.8963 -0.5735 0.4984 -0.03 0.00 0.01 -0.24
H -5.0896 -1.6334 0.5634 0.00 -0.10 -0.01 0.22
H -6.1525 -0.0890 2.1587 -0.05 -0.03 0.06 0.21
H -5.6943 2.3325 2.0285 -0.03 0.05 0.05 0.21
H -4.1727 3.1987 0.2891 0.01 0.08 -0.01 0.21
H -3.1227 1.6535 -1.3096 0.07 0.04 -0.09 0.21
H -3.4133 -0.6054 -2.4587 0.00 -0.06 0.01 0.22
H -3.8877 -1.9912 -1.4574 -0.03 0.04 -0.10 0.23
H -0.4182 -2.8846 1.4412 -0.17 0.11 -0.20 0.42
S 2.2104 -2.1819 1.0108 -0.42 0.43 -0.68 0.29
H 4.9898 -1.8999 -0.2101 0.07 0.02 -0.06 0.23
H 4.6843 -0.4375 -1.1730 -0.02 -0.08 0.00 0.24
H 5.9008 0.1919 0.8861 -0.05 -0.04 0.06 0.17
H 4.7506 -0.7399 1.8802 0.13 0.04 -0.09 0.18
H 5.4370 2.4470 0.8400 -0.12 0.01 0.04 0.16
H 3.7465 2.9503 1.0862 0.15 0.00 -0.06 0.19
H 4.1691 3.2989 -1.2380 0.03 0.12 -0.07 0.22
H 4.9674 1.7436 -1.4437 0.05 -0.04 -0.11 0.20
H 3.2206 1.8058 -1.1658 -0.08 -0.01 -0.07 0.23
```
Positions in Å, forces in eV/Å.

Summary:
spin multiplicity: 1
HOMO level: -8.9 eV
ΔE to the lowest compared entry with this formula, charge and spin: 1.9697 eV
SMILES string: CCOCCc1nnc(NC(=O)CCc2ccccc2)s1
charge: 0
frontier orbital gap: 0.3443 Eh
energy: -35263.5220 eV



C15H19N3O3S | wB97M-V/def2-TZVPD

XYZ file:
```
41
Properties=species:S:1:pos:R:3:forces:R:3:nbo_charge:R:1
C 0.3310 5.3087 1.1239 -0.09 0.47 0.01 -0.24
H 1.1476 5.7182 0.5255 -0.06 -0.01 0.04 0.18
O 0.5685 3.9660 1.4804 -0.01 -0.35 -0.09 -0.50
C 0.8074 3.0100 0.5373 0.06 -0.15 0.10 0.25
C 1.1996 1.7823 1.0633 -0.08 0.29 -0.11 -0.24
C 1.4713 0.6910 0.2615 0.06 0.06 -0.08 -0.21
C 1.3629 0.8134 -1.1124 0.07 0.04 0.14 -0.03
C 0.9723 2.0322 -1.6535 -0.02 0.09 0.03 -0.31
C 0.6856 3.1343 -0.8602 -0.04 0.13 -0.01 0.29
O 0.2790 4.3387 -1.3811 0.08 -0.23 0.43 -0.52
C 0.1821 4.4711 -2.7776 -0.03 0.03 -0.21 -0.25
H -0.1466 5.4957 -2.9475 0.02 -0.08 -0.05 0.20
H 1.1491 4.3162 -3.2664 -0.04 -0.02 0.01 0.18
H -0.5542 3.7806 -3.2008 0.04 0.01 0.01 0.18
H 0.8830 2.1031 -2.7257 -0.04 0.06 -0.13 0.23
C 1.6286 -0.3495 -2.0418 0.16 0.12 -0.12 -0.54
C 0.3454 -0.6208 -2.7761 0.25 -0.10 0.01 0.72
O 0.0763 -0.1911 -3.8722 0.03 0.11 -0.23 -0.59
N -0.6255 -1.3466 -2.1034 -0.62 0.06 -0.55 -0.64
C -0.5866 -1.9846 -0.9026 -0.80 -0.63 0.83 0.25
N 0.4459 -2.2145 -0.1693 0.51 0.67 -1.42 -0.33
N 0.1730 -2.8663 0.9527 0.05 -0.66 1.41 -0.26
C -1.0569 -3.1651 1.1252 -0.73 0.26 -0.47 0.09
C -1.6149 -3.9169 2.2804 -0.01 -0.29 0.23 -0.28
C -0.5850 -4.0021 3.4032 -0.18 0.09 -0.09 -0.59
H 0.3026 -4.5221 3.0552 0.11 -0.04 0.01 0.22
H -0.2912 -3.0072 3.7257 0.09 0.06 0.07 0.22
H -1.0040 -4.5392 4.2502 -0.04 -0.06 0.08 0.21
C -2.0458 -5.3128 1.8169 -0.08 0.18 0.10 -0.59
H -2.7893 -5.2442 1.0254 -0.06 -0.09 -0.07 0.21
H -2.4757 -5.8628 2.6500 -0.06 -0.09 0.06 0.21
H -1.1861 -5.8639 1.4424 0.07 -0.06 -0.05 0.21
H -2.5023 -3.3807 2.6374 0.08 -0.03 -0.01 0.22
S -2.0845 -2.6154 -0.2042 0.93 0.15 0.09 0.29
H -1.5079 -1.3962 -2.6005 0.27 0.09 0.00 0.42
H 1.9443 -1.2201 -1.4724 0.05 0.09 -0.09 0.27
H 2.3857 -0.0767 -2.7790 -0.11 -0.08 -0.03 0.24
H 1.7682 -0.2460 0.7038 0.03 -0.09 0.03 0.23
H 1.2842 1.7124 2.1361 0.01 0.02 0.14 0.22
H -0.6081 5.4252 0.5793 0.10 0.02 0.06 0.18
H 0.2709 5.8458 2.0708 0.01 -0.01 -0.08 0.19
```
Positions in Å, forces in eV/Å.

Summary:
spin multiplicity: 1
HOMO level: -7.9 eV
ΔE to the lowest compared entry with this formula, charge and spin: 3.0547 eV
SMILES string: COc1ccc(CC(=O)Nc2nnc(C(C)C)s2)cc1OC
charge: 0
frontier orbital gap: 0.3083 Eh
energy: -37310.5042 eV



C15H19N3O3S2 | wB97M-V/def2-TZVPD

XYZ file:
```
42
Properties=species:S:1:pos:R:3:forces:R:3:nbo_charge:R:1
C -0.7633 -4.1818 6.0017 -0.24 0.15 0.02 -0.61
H -0.3926 -4.0898 7.0193 0.08 -0.04 0.10 0.21
H -1.2533 -5.1471 5.8984 0.00 -0.16 0.01 0.21
H 0.0833 -4.1503 5.3202 0.13 -0.02 -0.04 0.21
C -1.7347 -3.0469 5.6870 0.23 -0.02 -0.39 -0.24
C -1.0784 -1.6872 5.9149 -0.25 -0.14 0.00 -0.61
H -0.1664 -1.5994 5.3274 0.12 0.04 -0.04 0.20
H -1.7501 -0.8818 5.6274 -0.01 0.13 -0.01 0.22
H -0.8190 -1.5665 6.9637 0.08 0.04 0.09 0.21
C -2.2583 -3.1694 4.2509 -0.57 0.07 0.55 -0.07
H -3.0006 -2.3918 4.0476 0.09 -0.18 0.00 0.21
H -2.7013 -4.1553 4.0893 0.05 0.11 -0.03 0.19
O -1.2029 -3.0569 3.2924 0.28 -0.12 -0.06 -0.51
C -1.0943 -1.8953 2.6466 0.35 -0.25 -0.23 0.90
O -1.8289 -0.9468 2.7424 -0.26 0.16 0.17 -0.63
N -0.0021 -1.9254 1.8149 -0.09 -0.51 0.33 -0.63
C 0.3321 -0.8727 1.0100 -0.33 1.00 -0.24 0.20
N 1.3421 -0.8813 0.2101 -0.15 -1.69 0.97 -0.30
N 1.4827 0.2482 -0.4759 0.23 1.26 -0.79 -0.31
C 0.5790 1.1294 -0.2044 -0.34 -0.33 0.49 -0.17
S 0.4947 2.6890 -0.9346 0.10 0.51 -0.38 0.29
C 1.9506 2.5355 -2.0343 -0.38 0.06 0.06 -0.54
C 2.0576 3.7725 -2.9190 0.25 -0.14 0.38 -0.08
O 0.9363 3.9561 -3.7441 -0.28 0.02 -0.29 -0.50
C 0.7197 3.1109 -4.7972 -0.17 -0.02 -0.14 0.29
C 1.6181 2.1626 -5.2718 0.16 0.18 0.26 -0.27
C 1.2801 1.3829 -6.3666 -0.08 -0.04 -0.10 -0.20
C 0.0590 1.5340 -6.9954 0.05 -0.12 -0.11 -0.24
C -0.8358 2.4827 -6.5246 0.01 0.03 0.04 -0.19
C -0.5112 3.2643 -5.4359 0.12 0.06 0.17 -0.26
H -1.1936 4.0069 -5.0536 -0.09 0.09 0.05 0.22
H -1.7929 2.6116 -7.0078 -0.08 0.02 -0.03 0.21
H -0.1952 0.9189 -7.8450 -0.02 -0.05 -0.07 0.21
H 1.9865 0.6485 -6.7252 0.05 -0.05 -0.02 0.21
H 2.5829 2.0207 -4.8093 0.05 0.01 0.07 0.21
H 2.0900 4.6708 -2.2956 0.11 -0.08 -0.12 0.20
H 2.9848 3.7223 -3.5062 -0.11 0.02 0.08 0.19
H 2.8318 2.4275 -1.4047 0.06 -0.04 -0.10 0.24
H 1.8051 1.6277 -2.6173 0.15 0.03 0.03 0.24
S -0.6015 0.6113 1.0000 0.79 -0.06 -0.61 0.41
H 0.5691 -2.7569 1.7631 -0.06 0.08 0.02 0.43
H -2.6090 -3.1317 6.3412 -0.02 -0.01 -0.08 0.21
```
Positions in Å, forces in eV/Å.

Summary:
spin multiplicity: 1
HOMO level: -8.2 eV
ΔE to the lowest compared entry with this formula, charge and spin: 0.8255 eV
SMILES string: CC(C)COC(=O)Nc1nnc(SCCOc2ccccc2)s1
charge: 0
frontier orbital gap: 0.3281 Eh
energy: -48146.5909 eV



C15H19N3O5S2 | wB97M-V/def2-TZVPD

XYZ file:
```
44
Properties=species:S:1:pos:R:3:forces:R:3:nbo_charge:R:1
C -4.6708 1.4375 -4.5010 0.14 -0.14 0.34 -0.63
C -3.6156 0.8650 -3.5668 0.11 0.34 -0.33 -0.07
H -2.8866 1.6343 -3.2939 -0.03 -0.16 -0.04 0.20
H -3.1057 0.0125 -4.0202 -0.03 0.11 0.09 0.19
O -4.2001 0.3488 -2.3683 -0.22 -0.23 -0.15 -0.52
C -4.4653 1.2255 -1.4055 -0.28 0.22 0.17 0.82
O -4.3247 2.4134 -1.4848 -0.09 0.13 -0.11 -0.59
C -5.0718 0.5538 -0.1836 0.39 -0.18 0.04 -0.62
H -4.8691 1.1652 0.6948 -0.04 0.04 -0.18 0.26
H -6.1487 0.4480 -0.3217 0.03 -0.02 0.01 0.26
S -4.4344 -1.1204 0.0866 -0.43 -0.21 0.17 0.30
C -2.7502 -0.7451 -0.0211 0.07 0.25 0.06 0.24
N -2.2848 0.4510 -0.2454 -0.32 0.01 0.16 -0.53
C -0.9235 0.3127 -0.2853 0.44 -0.70 0.11 0.19
C 0.0641 1.2652 -0.5119 0.00 -0.20 0.06 -0.23
C 1.3764 0.8355 -0.5036 0.06 0.27 -0.07 -0.20
C 1.6899 -0.5009 -0.2785 0.72 -0.28 0.02 -0.36
C 0.7352 -1.4717 -0.0507 -0.17 -0.22 0.01 -0.21
C -0.5804 -1.0476 -0.0642 0.45 0.69 -0.11 0.09
N -1.7793 -1.6982 0.1045 -0.25 -0.11 0.01 -0.54
H -1.9259 -2.6802 0.2650 0.02 0.06 -0.01 0.43
H 1.0306 -2.4972 0.0988 0.00 -0.17 0.02 0.24
S 3.4115 -0.9805 -0.1840 0.06 0.00 0.21 2.34
O 3.5142 -2.3890 -0.4263 -0.29 -0.06 0.19 -0.94
O 4.2039 -0.0764 -0.9606 -0.20 0.29 0.11 -0.94
N 3.8277 -0.7377 1.4149 0.01 -0.22 -0.96 -0.67
C 3.8719 0.6354 1.8610 0.16 0.52 0.27 -0.27
H 4.4010 1.2090 1.1009 0.00 0.15 0.14 0.24
C 4.6129 0.6762 3.2002 -0.04 0.12 -0.32 -0.07
H 4.5917 1.6810 3.6245 0.05 -0.04 -0.11 0.20
O 3.9919 -0.1643 4.1457 -0.10 0.07 0.17 -0.52
C 3.9588 -1.4989 3.6964 -0.13 -0.20 -0.25 -0.07
H 3.4638 -2.0734 4.4809 0.05 -0.04 -0.11 0.20
C 3.1958 -1.6126 2.3738 -0.10 -0.37 0.47 -0.27
H 3.2477 -2.6255 1.9757 -0.06 -0.06 0.19 0.24
H 2.1429 -1.3280 2.5343 0.07 -0.05 0.02 0.18
H 4.9827 -1.8721 3.5524 -0.07 -0.02 0.03 0.17
H 5.6541 0.3600 3.0447 -0.04 0.06 0.01 0.17
H 2.8559 1.0405 1.9938 0.09 0.01 0.00 0.19
H 2.1892 1.5180 -0.6936 0.04 0.15 -0.04 0.24
H -0.2007 2.2944 -0.6884 -0.02 0.14 -0.03 0.23
H -5.1546 2.2926 -4.0357 -0.03 0.06 -0.02 0.23
H -5.4216 0.6844 -4.7288 -0.06 -0.05 -0.07 0.21
H -4.1999 1.7596 -5.4251 0.03 0.04 -0.13 0.22
```
Positions in Å, forces in eV/Å.

Summary:
spin multiplicity: 1
HOMO level: -8.6 eV
ΔE to the lowest compared entry with this formula, charge and spin: 1.3316 eV
SMILES string: CCOC(=O)CSc1nc2ccc(S(=O)(=O)N3CCOCC3)cc2[nH]1
charge: 0
frontier orbital gap: 0.3274 Eh
energy: -52241.7612 eV



C15H19N5O2STc | wB97M-V/def2-TZVPD

XYZ file:
```
43
Properties=species:S:1:pos:R:3:forces:R:3:nbo_charge:R:1
N 1.5652 -0.4600 -2.7352 -1.22 0.25 -0.19 -0.52
C 1.2157 -0.4606 -3.8472 0.94 -0.47 0.85 0.52
C 0.9815 -0.5466 -5.2694 -0.20 0.18 -0.06 -0.76
H 1.9447 -0.6068 -5.7753 0.13 -0.01 -0.05 0.33
H 0.4517 0.3408 -5.6138 -0.04 0.02 -0.11 0.30
H 0.3981 -1.4380 -5.5004 -0.03 -0.04 -0.01 0.31
N -3.1475 0.9276 0.9840 -0.47 0.39 0.16 -0.59
C -4.1876 1.3114 1.3240 1.01 -0.49 -0.33 0.47
C -5.4955 1.7581 1.7510 -0.10 0.06 0.02 -0.75
H -5.8796 2.4890 1.0381 -0.05 -0.02 0.06 0.29
H -5.4171 2.2111 2.7400 -0.08 -0.01 -0.03 0.30
H -6.1635 0.8974 1.7898 -0.06 0.05 0.03 0.30
N 2.9300 -0.1226 1.2398 -0.78 0.36 1.02 -0.52
C 3.3385 0.0584 2.3181 0.13 -0.65 -1.34 0.52
C 4.0258 0.1971 3.5795 -0.07 0.21 0.14 -0.77
H 3.5199 -0.3781 4.3552 -0.02 -0.02 0.04 0.31
H 4.0619 1.2482 3.8651 0.03 0.05 0.09 0.31
H 5.0438 -0.1737 3.4597 0.11 -0.05 -0.03 0.33
Tc 0.3590 0.2152 -0.1415 4.08 4.10 -1.74 0.27
C -0.2151 -0.1416 1.6128 -3.10 -1.46 6.76 0.69
O -0.5407 -0.3565 2.7142 1.63 0.98 -4.91 -0.28
C -1.1403 -0.3802 -1.1062 -6.55 -2.32 -3.23 0.69
O -2.0547 -0.7451 -1.7370 4.27 1.65 2.75 -0.29
C 0.1042 2.2199 -1.7144 -0.05 0.28 -0.32 -0.16
C 1.4847 2.2579 -1.4435 0.35 -0.38 -0.35 -0.12
C 1.9373 2.3706 -0.1209 0.50 -0.31 0.11 -0.14
C 1.0105 2.4488 0.9350 0.15 0.25 0.24 -0.09
C -0.3677 2.5717 0.6475 -0.36 -0.28 0.43 -0.15
C -0.8188 2.4616 -0.6719 -0.53 -0.36 -0.07 -0.13
H -0.2551 2.1308 -2.7431 0.12 -0.02 0.31 0.30
H 2.2033 2.1600 -2.2628 -0.22 0.06 0.32 0.31
H 3.0101 2.3613 0.0951 -0.37 0.02 -0.12 0.31
H 1.3563 2.5267 1.9691 -0.10 -0.04 -0.30 0.29
H -1.0887 2.7749 1.4438 0.16 -0.22 -0.18 0.32
H -1.8849 2.5784 -0.8848 0.25 -0.19 0.08 0.32
N -0.6441 -3.5918 -0.6925 1.43 1.56 0.20 -0.68
C 0.1750 -3.0307 0.1936 -2.23 -2.66 1.10 0.28
N 0.0928 -3.4001 1.4714 0.54 1.08 -1.41 -0.68
S 1.4047 -1.8976 -0.3211 1.09 -0.31 -0.36 0.71
H -1.3358 -4.2746 -0.4327 -0.31 -0.41 0.04 0.47
H -0.5855 -3.2924 -1.6528 -0.18 -0.42 -0.31 0.44
H 0.7025 -2.9654 2.1377 0.22 -0.24 0.55 0.44
H -0.5786 -4.0882 1.7907 -0.03 -0.18 0.14 0.47
```
Positions in Å, forces in eV/Å.

Summary:
spin multiplicity: 4
HOMO level (alpha / beta): -22.1 / -22.1 eV
ΔE to the lowest compared entry with this formula, charge and spin: 2.5119 eV
charge: +4
frontier orbital gap (alpha / beta): 0.2622 / 0.1501 Eh
<S²>: 3.77
energy: -40395.6709 eV